Formula: C6H10O
Source: OMol25
Level of theory: wB97M-V/def2-TZVPD

Each line ends with the Mulliken charge.
Cartesian coordinates (Å):
O 0.0093 2.0156 2.4487  -0.35
C -0.5040 1.0742 2.9334  0.10
C -0.7615 -0.4248 1.4210  -1.16
C 0.4419 -0.2235 0.5277  -0.52
C 0.2355 -0.6771 -0.9144  -0.11
C -0.4024 0.2588 -1.9091  -0.54
C 1.0690 -0.0694 -2.0165  -0.63
H -0.9194 0.0814 3.1280  0.53
H -0.9016 -1.4596 1.7729  0.42
H -1.6961 -0.0529 0.9744  0.37
H 1.3178 -0.7443 0.9469  0.27
H 0.6953 0.8530 0.5066  0.25
H -0.0148 -1.7345 -1.0279  0.39
H -1.0786 -0.1526 -2.6585  0.26
H -0.6741 1.2561 -1.5598  0.22
H 1.4006 -0.7072 -2.8361  0.26
H 1.7829 0.7068 -1.7371  0.23

Computed properties:
* LUMO: 0.69 eV
* energy relative to the best compared isomer or geometry (same formula, charge and spin): 105.18 kcal/mol
* Kohn-Sham gap: 8.41 eV
* HOMO: -7.7 eV